Record 1
C35H63N3O21 | the ωB97M-V functional and the def2-TZVPD basis

Structure (XYZ):
```
122
Properties=species:S:1:pos:R:3:forces:R:3:mulliken_charge:R:1
C -0.60723 -4.68675 6.10072 0.0819 0.7243 0.6571 -1.164
C -1.59423 -4.69975 4.92872 -0.7912 0.0475 -0.2718 0.331
C -2.98923 -4.00675 5.19772 1.5825 0.8881 1.7533 -0.716
O -3.10123 -2.99075 4.20972 -1.1034 -0.8230 -0.2248 -0.425
C -1.98223 -2.93575 3.50872 -0.1565 0.0436 -0.0031 0.251
O -1.78823 -2.20575 2.60572 0.3798 0.8447 -1.0847 -0.351
O -1.08023 -3.79575 3.97372 1.2590 -0.4406 -0.8325 0.085
H -0.53623 -3.63575 6.59372 -0.2049 -1.6502 -1.1200 0.249
H 0.45377 -5.00575 5.81872 -1.6645 0.1950 0.3531 0.232
H -1.07723 -5.32675 6.85772 0.6726 -0.1470 0.0936 0.451
H -1.74323 -5.70575 4.41072 0.4059 1.0866 0.9096 0.300
H -2.91523 -3.40575 6.10472 0.1414 -0.3698 0.4848 0.333
H -3.85123 -4.62075 5.34572 -0.5293 -0.5068 -0.7676 0.363
C 1.57477 -6.45875 2.28272 -3.4955 -0.5545 1.1981 -1.685
C 0.64077 -5.64975 1.41972 -0.7085 1.2331 1.0313 0.864
C 1.07177 -4.17875 1.23072 -1.8063 -0.1286 1.5350 0.447
O 0.96877 -3.98175 -0.14428 0.1984 2.9257 0.0615 -0.169
C 0.60577 -5.04875 -0.75328 -1.6693 -1.3361 -4.4730 0.481
O 0.35777 -5.12375 -1.94928 0.6712 0.1658 1.9633 -0.579
O 0.44377 -6.05675 0.07272 0.3896 -2.0749 0.9356 -0.403
H 1.49477 -6.19775 3.36272 -0.3114 -0.0181 -0.7666 0.232
H 2.54177 -6.38075 2.05372 3.9026 0.6388 -1.2781 0.542
H 1.32477 -7.49275 2.16272 -0.2635 -0.7833 0.2045 0.430
H -0.39523 -5.62175 1.87572 1.1104 -0.2740 -0.3453 0.051
H 2.04077 -3.82475 1.45272 1.2665 -0.2707 0.9625 0.471
H 0.31677 -3.65475 1.86472 0.6605 0.6031 -1.0460 -0.684
C -0.83823 2.83425 -3.03828 0.0866 -2.8026 0.4327 -0.122
O -0.99423 4.14225 -3.46328 0.2706 2.6715 -0.7609 -0.251
C -2.17023 4.62225 -3.69528 -7.5302 -5.3913 3.0215 0.692
O -3.35623 3.87625 -3.36328 6.5315 4.2327 -2.0211 -0.611
O -2.22923 5.82825 -4.13228 2.1300 0.8244 -0.3495 -0.319
C -3.48123 6.43325 -4.28628 -2.4933 -3.1623 0.8307 -0.630
H -1.63323 2.21925 -3.45428 -0.0361 -0.0217 -0.0026 0.478
H -0.86323 2.67525 -1.94028 0.0596 0.6881 -0.5996 -0.068
H 0.11577 2.48425 -3.44928 -0.1526 0.1995 0.3537 0.016
H -4.00123 5.94425 -5.12328 -0.0302 0.1384 0.4259 0.276
H -3.46223 7.43625 -4.44528 1.1398 2.8642 -0.6698 0.293
H -4.04823 6.30025 -3.34928 -0.0008 -0.2581 -0.5035 0.257
C 3.21277 2.54125 -1.28628 -0.6771 1.0808 0.5102 -0.681
O 4.04177 1.72725 -2.07228 -0.7467 -1.7652 -3.2929 -0.401
C 3.49577 1.27525 -3.27828 -7.1377 2.7564 -0.2416 0.713
O 2.20377 1.55725 -3.75128 7.6908 -1.4670 3.1055 -0.577
O 4.31477 0.52525 -3.91228 1.6247 -0.4193 1.0654 -0.342
C 3.96177 -0.00875 -5.14828 -2.6871 1.2107 -1.9615 -0.473
H 3.63777 2.58925 -0.30228 0.3474 -0.5089 0.5470 0.330
H 2.17677 2.22825 -1.22128 -0.0177 -0.1838 -0.2555 0.113
H 3.24377 3.57425 -1.60828 -0.1648 0.1985 -0.6213 0.599
H 3.04277 -0.59775 -5.14028 0.0244 0.0268 0.5389 0.119
H 4.69777 -0.58875 -5.61228 1.6598 -0.7660 0.1824 0.296
H 3.73577 0.81725 -5.84928 0.1137 -0.2304 0.3655 0.281
C 1.25477 6.36525 -1.87128 -3.0379 -1.9103 -2.3107 -0.494
O 1.82777 6.18925 -0.61828 1.3780 0.3410 2.0411 -0.435
C 1.50477 5.13925 0.11072 -6.4898 -5.8266 -6.4452 0.288
O 0.64777 4.14325 -0.47328 4.7273 5.3373 3.5613 0.425
O 1.93677 5.06925 1.28372 1.7055 1.1181 1.6027 -0.408
C 1.73577 3.92725 2.10372 1.0945 -0.9860 0.1245 -0.256
H 1.38477 5.50225 -2.56528 0.2234 0.2134 0.8799 0.143
H 1.55577 7.20325 -2.46528 0.9379 0.9067 0.7565 0.351
H 0.13477 6.42825 -1.80228 0.9470 0.0115 0.2531 0.143
H 1.98577 2.99325 1.65072 0.3988 -0.3603 -1.1637 -0.128
H 0.72677 3.79525 2.34372 -1.5870 0.3591 0.7421 0.256
H 2.43077 3.94725 2.94372 -0.3904 0.7935 0.0691 0.290
C -2.24123 -2.94675 -0.95928 -1.8224 -1.5886 0.9720 0.043
O -3.36523 -2.07975 -1.15228 -0.8088 2.2328 -0.5221 -0.405
C -3.17323 -0.77975 -1.43828 6.4638 2.8696 -1.7463 0.498
O -1.87923 -0.25675 -1.67328 -7.6117 -3.0508 1.3923 -0.252
O -4.29323 -0.04075 -1.55228 1.4882 -3.9549 1.4299 -0.420
C -4.25223 1.31525 -1.91328 0.5684 -0.7662 -0.0894 -0.345
H -1.82023 -2.75175 0.01172 0.3108 0.1523 0.3537 -0.062
H -1.52123 -2.92875 -1.71728 0.9523 0.4626 -1.2338 0.098
H -2.71223 -3.98075 -0.95728 0.5933 1.2564 0.0495 0.268
H -3.40723 1.79825 -1.54728 1.4876 0.8019 0.8313 -0.117
H -5.13123 1.70525 -1.50628 -1.3491 0.8701 0.2282 0.326
H -4.18023 1.31225 -2.95228 -0.2783 0.6203 -1.8199 0.418
C 0.97377 -1.81775 -3.12228 -1.3012 -0.3857 0.2878 -0.360
O 1.92077 -2.81075 -3.45628 1.0114 -1.7665 -2.0797 -0.141
C 1.77077 -3.49575 -4.61328 -7.9433 1.7033 -3.4582 0.827
O 0.59177 -3.37975 -5.43528 7.2192 -0.6147 4.7776 -0.683
O 2.74277 -4.29675 -4.88328 1.9461 0.2340 0.5181 -0.310
C 2.69777 -5.16675 -6.02428 0.1058 -0.6948 -0.2243 -0.712
H -0.04123 -2.06875 -3.41828 0.1530 -0.1150 -0.3593 0.487
H 1.25577 -0.87075 -3.49728 0.3149 0.9919 -0.7517 0.477
H 0.96077 -1.73875 -2.05728 0.1918 -0.1731 0.7882 -0.523
H 3.50477 -5.94875 -6.08328 -0.3832 1.2973 0.9097 0.242
H 2.66677 -4.66875 -6.98228 -0.0266 0.6323 0.0567 0.294
H 1.78777 -5.66275 -5.86728 -1.3479 -1.0123 -0.4182 0.362
C -2.76623 3.87425 2.51472 2.5294 0.5744 -0.6428 -1.603
C -2.47923 3.65025 1.02372 -2.0775 -1.1268 0.4199 1.233
C -2.55223 4.94425 0.21172 0.6834 0.2018 0.0465 0.740
C -3.85823 5.63525 0.10372 -1.7425 1.0498 0.1017 0.001
N -4.87323 6.21025 -0.01428 2.4092 -1.4141 0.2901 -0.590
H -2.46323 2.99425 3.12372 -0.4980 0.7273 -0.3584 0.277
H -3.75023 4.21425 2.62672 -1.5998 0.1152 0.5810 0.541
H -2.12423 4.75825 2.73272 -0.2244 -0.5638 0.6756 0.335
H -3.29423 2.93125 0.69572 1.2613 0.5474 -0.1811 0.098
H -1.49023 3.20725 0.95872 0.0082 -0.0589 -0.5855 -0.841
H -2.21723 4.77425 -0.80328 -0.0198 -0.2637 -0.3773 -0.543
H -1.76423 5.60525 0.62372 -0.6641 0.1459 -0.0878 0.336
C 1.83777 -2.00975 4.14372 -1.0275 -1.0653 -0.5134 -0.543
C 1.08677 -1.26175 5.18272 -1.0361 1.0243 0.7645 -0.161
C 1.13277 0.23825 4.88872 -0.8639 1.5557 1.8360 -0.836
C 0.08377 0.66625 3.94472 -0.4818 0.3421 -0.7210 0.125
N -0.74523 1.00225 3.20672 0.9434 -0.3504 1.0036 -0.261
H 1.18877 -2.00575 3.26472 0.2904 -0.0678 -0.2820 -0.432
H 1.83777 -3.03075 4.50972 0.6321 -0.4577 -0.3971 0.364
H 2.80677 -1.62475 3.85772 0.3041 0.0192 0.3063 0.593
H 1.42377 -1.46675 6.21772 0.0208 0.2033 -0.5510 0.414
H -0.00323 -1.53475 5.13572 1.0003 -0.0397 0.2072 -0.045
H 2.09177 0.62325 4.56372 0.3081 -0.2856 -0.4009 0.413
H 0.95577 0.83525 5.84772 -0.0407 -0.7423 -1.1341 0.383
C 0.08677 0.79425 0.21272 -1.0786 -0.1431 -0.7049 -0.706
C 0.65877 -0.55575 0.58372 -0.0733 -0.1551 -2.1897 2.738
C 2.14577 -0.63175 0.32672 1.1125 -0.1138 -1.0484 0.803
C 2.94977 0.18225 1.23772 -0.0375 -0.3317 -0.3330 -0.579
N 3.64777 0.75025 1.94872 0.0005 0.3287 0.3657 -0.699
H 0.57777 1.58325 0.75172 0.0052 0.3777 0.7208 -0.382
H -1.02023 0.75925 0.42672 1.2963 0.4482 -0.3502 0.514
H 0.27777 1.08425 -0.83528 -0.4074 -0.5481 0.1841 -0.314
H 0.10977 -1.39375 0.12472 0.3706 0.4275 -0.4437 -0.980
H 0.45477 -0.70175 1.57672 -0.2332 -0.3448 2.7432 -1.128
H 2.45277 -0.38775 -0.70628 -0.5657 0.8173 0.1731 -0.133
H 2.63377 -1.59975 0.28272 -0.3680 -0.7669 0.8510 0.755
```
Forces are in eV/Å.

Highest occupied orbital energy (eV): -9.41
Energy relative to the best compared isomer or geometry (same formula, charge and spin) (kJ/mol): 167.0
LUMO level (eV): 0.042
Kohn-Sham gap (eV): 9.4498

Record 2
C32H59BNO17PS6 | the ωB97M-V functional and the def2-TZVPD basis

Structure (XYZ):
```
117
Properties=species:S:1:pos:R:3:forces:R:3:mulliken_charge:R:1
C -2.54068 -0.30016 2.50994 0.0251 -0.0203 0.2601 -0.639
O -2.02799 1.01388 2.69397 -0.0821 0.0380 -0.2430 -0.447
B -0.99843 1.47466 1.94165 0.3001 0.1103 0.2841 0.510
O -0.74261 2.83366 1.97554 -0.2787 -0.2801 0.0131 -0.364
C -0.12008 0.49152 1.06767 -0.2613 -0.1026 -0.1550 0.692
C 0.03226 0.64307 -0.24654 0.0030 -0.0670 0.0121 -0.959
C 0.85116 -0.35901 -0.98028 0.0145 -0.0671 0.0301 -0.303
O 1.59144 -0.06091 -1.88873 -0.1523 0.0943 -0.2324 -0.568
C 0.74326 -1.77383 -0.48098 -0.0450 0.0072 -0.0443 0.752
C 0.76982 -2.85308 -1.52364 0.0412 0.2295 -0.1481 -1.773
C 0.63431 -1.94135 0.84509 0.0123 0.2000 0.2676 1.034
P 0.50818 -3.66623 1.49330 0.1674 0.0278 -0.1711 0.000
N 1.25794 -3.53896 3.02222 0.0527 -0.2557 -0.1757 -0.478
O -1.07839 -3.69770 1.92061 -0.0981 -0.1248 0.1686 -0.468
C 0.59296 -0.69116 1.67941 0.0214 0.0239 0.1029 0.137
O 1.12293 -0.56592 2.76183 -0.3002 -0.1065 -0.0737 -0.606
H -3.58024 -0.29282 2.82792 -0.0194 -0.0002 0.0071 0.348
H -1.99294 -1.00403 3.13926 0.0404 -0.0245 -0.0102 0.120
H -2.49462 -0.61307 1.46686 0.0635 -0.0427 -0.0088 0.354
H -0.99498 3.27550 1.16270 0.2555 0.2287 -0.1115 0.266
H -0.40099 1.46540 -0.80482 0.2091 0.0724 -0.0885 0.414
H -0.16678 -3.40855 -1.51717 0.1246 -0.0837 0.1014 0.420
H 1.61286 -3.52926 -1.38571 -0.0451 -0.0519 0.0229 0.404
H 0.84441 -2.39260 -2.50697 0.1396 -0.0407 -0.0273 0.420
H 2.09405 -4.10791 3.04871 -0.0112 0.0165 0.1620 0.251
H 0.66674 -3.77742 3.80683 0.0308 0.0926 0.0541 0.200
H -1.30466 -3.14913 2.68097 -0.0155 0.1533 -0.0488 0.266
O 5.51612 -2.25160 -2.94027 0.0193 -0.0307 0.0398 -0.654
S 6.05935 -0.92989 -3.13916 0.0085 0.1170 -0.0505 1.144
O 7.26755 -0.53533 -2.45818 0.0082 -0.0754 0.0432 -0.698
C 6.22127 -0.63604 -4.89913 -0.0592 0.0457 -0.1525 -0.798
C 4.87774 -0.03731 -5.30192 -0.0448 -0.0180 0.0546 -0.798
C 4.52076 0.97449 -4.20518 0.1024 -0.1391 0.0248 -0.162
C 4.76536 0.28439 -2.85745 -0.1754 0.1827 -0.0799 0.002
H 6.45839 -1.57791 -5.38823 0.0306 -0.0327 0.0745 0.448
H 7.03580 0.07508 -5.03515 0.0068 0.0024 0.0327 0.358
H 4.93138 0.43414 -6.28209 -0.0026 0.0039 -0.0001 0.362
H 4.12063 -0.82343 -5.34625 0.0104 -0.0114 -0.0102 0.343
H 5.16415 1.84828 -4.30041 0.0241 -0.0110 -0.0405 -0.053
H 3.49141 1.31699 -4.28537 0.0054 0.0308 0.0084 0.365
H 5.10573 0.97032 -2.08507 0.0534 -0.0839 0.0555 0.348
H 3.88045 -0.24672 -2.51630 0.0292 -0.0984 0.0277 -0.231
O -3.36823 7.38424 2.23149 -0.0122 0.0333 -0.0161 -0.678
S -4.20374 6.69353 3.18612 -0.0107 -0.0614 0.0506 1.171
O -5.57192 7.10656 3.37590 -0.0009 0.0545 -0.0593 -0.701
C -4.13001 4.93834 2.84131 0.0837 -0.1825 0.0144 -0.863
C -2.94369 4.44699 3.66515 -0.0900 0.1255 0.1185 -0.115
C -3.06181 5.14031 5.03000 -0.1777 -0.1596 -0.0687 -0.729
C -3.34758 6.61968 4.76425 0.0762 -0.0477 0.1781 -0.386
H -4.02164 4.79856 1.76789 -0.0414 0.0903 -0.0185 0.447
H -5.06885 4.50129 3.18127 -0.0139 0.0316 0.0087 0.376
H -2.94537 3.36261 3.75417 0.0498 -0.0076 -0.0220 0.151
H -2.01028 4.73701 3.18337 0.0193 -0.0227 0.0008 0.196
H -3.89140 4.70203 5.59073 -0.0260 0.0011 -0.0370 0.358
H -2.16036 5.01891 5.62272 -0.0218 0.0558 -0.0089 0.346
H -3.98432 7.07683 5.51762 -0.0181 0.0566 -0.0460 0.477
H -2.42797 7.19029 4.65927 -0.0113 -0.0099 -0.0602 -0.007
O -1.85740 -3.95273 -2.84485 -0.1438 0.0255 -0.0521 -0.604
S -1.97094 -4.79617 -4.01300 0.0294 -0.0984 -0.0528 1.149
O -2.16284 -4.20352 -5.31097 -0.0053 0.0844 0.0298 -0.715
C -0.57165 -5.91362 -4.04157 0.0784 -0.1412 0.0468 -0.680
C -1.04389 -7.12230 -3.24076 -0.0601 0.0293 0.0103 -0.803
C -2.48434 -7.39496 -3.69395 0.0912 0.2278 -0.0094 0.231
C -3.22183 -6.05047 -3.70267 -0.0736 -0.2092 -0.0132 -0.791
H 0.29220 -5.40440 -3.61959 -0.0358 0.0822 -0.0220 0.386
H -0.38482 -6.16734 -5.08472 -0.0144 0.0182 -0.0104 0.345
H -0.39934 -7.98410 -3.40537 -0.0060 -0.0092 0.0071 0.378
H -1.02543 -6.88805 -2.17367 0.0255 0.0066 -0.0008 0.333
H -2.48158 -7.82180 -4.69777 -0.0091 -0.0194 0.0053 0.366
H -2.97749 -8.10798 -3.04498 0.0692 0.0482 -0.0248 -0.453
H -3.97532 -5.98267 -4.48305 -0.0001 0.0652 0.0023 0.367
H -3.66966 -5.82192 -2.73707 0.0531 0.0762 0.0092 0.407
O -5.28712 -9.31543 -3.88216 0.1017 0.0323 -0.0593 -0.637
S -4.67423 -10.18522 -2.90998 -0.1275 -0.3181 0.2136 1.219
O -3.25049 -10.41191 -2.91514 0.0209 0.0472 -0.1005 -0.674
C -5.20011 -9.67521 -1.27435 -0.1172 0.0061 0.1203 -0.662
C -6.47754 -10.47099 -1.02852 -0.0024 -0.0348 -0.0614 -0.641
C -6.18946 -11.89335 -1.52944 0.0186 0.0434 0.0007 -0.606
C -5.53008 -11.76866 -2.90826 -0.1463 -0.1237 0.0838 -0.709
H -5.33963 -8.59632 -1.27245 0.0523 0.0073 -0.0644 0.404
H -4.41079 -9.95568 -0.57737 0.0253 0.0023 -0.0241 0.381
H -6.75350 -10.45980 0.02459 -0.0070 -0.0015 0.0008 0.354
H -7.30138 -10.03444 -1.59675 0.0044 0.0193 0.0053 0.307
H -5.50837 -12.39251 -0.83790 0.0144 0.0133 -0.0016 0.302
H -7.09642 -12.49278 -1.58614 0.0015 -0.0075 0.0031 0.328
H -4.79853 -12.54806 -3.10396 0.0357 0.0461 -0.0639 0.350
H -6.26268 -11.73613 -3.71244 0.0195 0.0653 -0.0196 0.356
O -0.24644 7.77170 8.13511 -0.0321 -0.0302 0.0208 -0.696
S 0.22954 7.44255 6.81692 0.0567 0.0284 -0.0804 1.087
O -0.46805 6.46164 6.02076 0.0879 0.0537 0.0917 -0.563
C 0.43263 8.95356 5.87732 0.0889 0.1254 -0.0520 -0.721
C 1.86419 9.38628 6.17475 0.0143 -0.0490 0.0419 -0.652
C 2.71295 8.10867 6.10712 -0.0421 0.0111 -0.0008 -0.594
C 1.97858 7.02775 6.90940 0.1885 0.0174 -0.0714 -0.674
H -0.32641 9.66474 6.19443 -0.0470 -0.0611 0.0328 0.446
H 0.29710 8.70422 4.82487 -0.0162 -0.0273 0.0054 0.373
H 2.20499 10.13811 5.46484 0.0061 0.0032 0.0029 0.334
H 1.92010 9.81891 7.17570 -0.0163 0.0126 -0.0027 0.311
H 2.81310 7.79237 5.06722 -0.0194 -0.0022 -0.0034 0.297
H 3.71590 8.26848 6.49939 0.0054 -0.0036 -0.0049 0.320
H 2.11262 6.02839 6.50346 -0.0618 -0.0262 0.0373 0.354
H 2.25208 7.03908 7.96256 -0.0699 0.0217 0.0216 0.352
O 3.96781 4.13058 -4.43524 0.0066 -0.0208 -0.0518 -0.618
S 5.04738 4.70151 -3.66971 0.0042 0.1805 0.0488 1.155
O 6.40838 4.58334 -4.12462 -0.0290 -0.0864 -0.0954 -0.682
C 4.65008 6.41654 -3.34281 -0.0405 0.1175 0.1681 -0.738
C 3.86881 6.37254 -2.03330 0.0051 -0.0672 0.0046 -0.579
C 4.61597 5.38289 -1.12740 -0.0023 0.0148 -0.0410 -0.774
C 4.92058 4.13458 -1.96467 -0.0268 0.0398 0.1945 -0.387
H 4.08831 6.81032 -4.18608 0.0322 -0.0698 -0.0565 0.407
H 5.59220 6.95319 -3.23311 0.0132 -0.0163 -0.0122 0.349
H 3.79686 7.36100 -1.58225 -0.0068 -0.0018 0.0078 0.362
H 2.85457 6.01337 -2.21950 -0.0040 0.0157 -0.0190 0.282
H 5.54921 5.83447 -0.78581 0.0084 0.0006 -0.0181 0.307
H 4.03396 5.12405 -0.24430 0.0045 0.0007 0.0066 0.340
H 5.85994 3.65811 -1.69418 0.0022 -0.0407 -0.0703 0.418
H 4.10987 3.40832 -1.92736 -0.0162 0.0110 -0.0732 0.194
```
Forces are in eV/Å.

Highest occupied orbital energy (eV): -8.49
LUMO level (eV): -0.872
Kohn-Sham gap (eV): 7.6155

Question: Which of these has the highest Kohn-Sham gap?
Answer: C35H63N3O21